(1)
A molecular structure, C20H60NaO20, computed with ωB97M-V/def2-TZVPD.

The geometry in XYZ format:
```
101
Properties=species:S:1:pos:R:3:lowdin_charge:R:1
Na 0.062 0.945 -0.215 0.364
C 0.528 1.839 -3.114 -0.186
C 0.429 0.289 -3.428 -0.133
O 0.633 -0.429 -2.166 -0.083
O -0.542 2.329 -2.318 -0.062
H 0.440 2.464 -4.003 0.128
H 1.469 2.066 -2.614 0.092
H 1.186 0.055 -4.176 0.114
H -0.559 0.000 -3.786 0.102
H 0.554 -1.364 -2.367 0.089
H -1.064 2.957 -2.823 0.102
C -3.780 1.492 3.792 -0.214
C -3.786 1.564 5.323 -0.218
O -4.449 0.456 5.958 -0.057
O -3.252 0.315 3.227 -0.082
H -3.068 2.209 3.382 0.123
H -4.826 1.630 3.516 0.126
H -4.192 2.495 5.719 0.125
H -2.758 1.509 5.682 0.109
H -3.809 -0.246 5.818 0.038
H -3.871 -0.410 3.342 0.108
C 1.511 3.583 0.907 -0.201
C 0.418 3.188 1.942 -0.241
O -0.816 3.189 1.344 -0.046
O 1.601 2.755 -0.225 -0.083
H 2.454 3.614 1.452 0.128
H 1.262 4.602 0.608 0.126
H 0.544 3.894 2.763 0.125
H 0.574 2.186 2.342 0.116
H -0.764 3.777 0.587 0.097
H 2.387 2.934 -0.747 0.030
C 4.671 -1.074 -3.407 -0.240
C 4.236 -1.463 -1.993 -0.238
O 3.689 -2.764 -1.901 -0.050
O 5.846 -1.757 -3.849 -0.040
H 4.693 0.015 -3.459 0.101
H 3.890 -1.338 -4.120 0.118
H 3.445 -0.773 -1.698 0.099
H 5.110 -1.295 -1.365 0.129
H 4.312 -3.387 -2.282 0.105
H 5.630 -1.897 -4.773 0.086
C 2.511 -1.019 1.375 -0.177
C 2.633 -2.504 1.610 -0.201
O 2.065 -3.226 0.508 -0.053
O 1.162 -0.497 1.362 -0.089
H 3.024 -0.827 0.433 0.103
H 3.133 -0.540 2.132 0.126
H 2.109 -2.787 2.523 0.112
H 3.635 -2.872 1.832 0.129
H 2.530 -2.856 -0.246 0.043
H 0.867 -0.644 2.264 0.039
C -3.993 2.325 -0.108 -0.225
C -3.362 0.924 -0.300 -0.179
O -2.257 0.756 0.574 -0.110
O -5.182 2.216 0.633 -0.054
H -4.222 2.685 -1.110 0.118
H -3.270 2.890 0.481 0.112
H -3.041 0.908 -1.342 0.111
H -4.012 0.126 0.060 0.125
H -2.576 0.905 1.467 0.048
H -5.379 3.120 0.888 0.090
C -2.776 -1.911 -3.010 -0.230
C -3.127 -3.205 -3.761 -0.203
O -4.564 -3.393 -3.753 -0.061
O -3.127 -0.726 -3.707 -0.071
H -1.747 -1.802 -2.667 0.093
H -3.295 -1.716 -2.072 0.112
H -2.690 -4.085 -3.289 0.108
H -2.751 -3.311 -4.779 0.116
H -4.672 -4.341 -3.852 0.080
H -2.834 -0.838 -4.614 0.081
C 4.400 3.298 -4.066 -0.264
C 4.032 3.861 -2.653 -0.178
O 3.800 2.860 -1.667 -0.077
O 5.708 2.890 -4.140 -0.058
H 4.264 4.063 -4.831 0.125
H 3.858 2.371 -4.257 0.107
H 3.153 4.492 -2.782 0.124
H 4.851 4.521 -2.366 0.128
H 4.648 2.468 -1.444 0.116
H 5.881 2.654 -5.055 0.100
C 0.161 -1.973 4.662 -0.202
C -0.858 -1.636 5.789 -0.186
O -2.149 -1.422 5.285 -0.085
O 0.714 -0.871 4.005 -0.073
H -0.286 -2.503 3.821 0.123
H 0.938 -2.644 5.029 0.124
H -0.724 -0.666 6.267 0.124
H -0.888 -2.457 6.506 0.127
H -2.112 -1.150 4.365 0.055
H 1.243 -0.349 4.612 0.117
C -1.915 -4.040 0.403 -0.182
C -2.057 -2.526 0.794 -0.175
O -0.867 -1.891 0.257 -0.100
O -0.655 -4.521 0.948 -0.068
H -2.028 -4.109 -0.679 0.097
H -2.737 -4.629 0.810 0.117
H -2.012 -2.396 1.875 0.107
H -2.936 -2.056 0.352 0.099
H -0.295 -1.662 0.993 0.032
H 0.038 -3.884 0.759 0.028
```

Output
Charge   +1
Total energy   -67070.429 eV
Frontier orbital gap   9.5652 eV

---

(2)
A single C4H8FN molecule, computed with ωB97M-V/def2-TZVPD.

The geometry in XYZ format:
```
14
Properties=species:S:1:pos:R:3:nbo_charge:R:1
C -0.793 -0.888 -1.800 -0.637
C 0.113 -0.681 -0.789 0.594
F 1.307 -1.301 -1.083 -0.353
N 0.172 0.121 0.342 -0.461
C 1.461 0.498 0.925 -0.427
C -1.067 0.614 0.760 -0.391
H -0.627 -1.784 -2.335 0.216
H -1.655 -0.390 -2.084 0.211
H 1.201 0.846 1.907 0.227
H 2.089 -0.373 1.267 0.205
H 2.066 0.898 0.087 0.225
H -1.844 -0.112 0.716 0.218
H -0.994 0.969 1.864 0.197
H -1.430 1.583 0.223 0.177
```

Output
SMILES   C=C(F)N(C)C
ΔE to the lowest compared entry with this formula, charge and spin   1.8728 eV
Total energy   -8483.165 eV
Frontier orbital gap   8.8145 eV

---

(3)
A single C5H10O molecule, computed with ωB97M-V/def2-TZVPD.

The geometry in XYZ format:
```
16
Properties=species:S:1:pos:R:3:nbo_charge:R:1
C -1.271 -1.171 -0.081 -0.624
C -0.238 -0.062 -0.043 0.262
C -0.921 1.302 -0.001 -0.632
C 0.979 -0.296 0.881 -0.449
C 1.787 0.124 -0.345 -0.060
O 0.650 -0.080 -1.195 -0.540
H -1.864 -1.107 -1.000 0.219
H -1.952 -1.070 0.773 0.212
H -0.800 -2.157 -0.035 0.213
H -1.502 1.401 -0.926 0.220
H -0.199 2.124 0.025 0.212
H -1.608 1.405 0.846 0.209
H 1.098 -1.367 1.078 0.207
H 1.082 0.264 1.812 0.208
H 2.643 -0.491 -0.643 0.180
H 2.096 1.180 -0.318 0.162
```

Output
SMILES   CC1(C)CCO1
ΔE to the lowest compared entry with this formula, charge and spin   0.9886 eV
Total energy   -7393.777 eV
Frontier orbital gap   10.5790 eV

---

(4)
A molecular structure, C44H54ClCrGe2N4O7S2, computed with ωB97M-V/def2-TZVPD.

The geometry in XYZ format:
```
115
Properties=species:S:1:pos:R:3:mulliken_spin:R:1
Cr 1.547 -0.119 -2.730 3.499
O 7.368 2.823 -2.503 0.000
C 7.784 2.650 -1.308 0.000
O 8.846 2.969 -0.856 0.000
C 6.667 1.637 -0.816 0.001
C 6.817 0.656 0.153 0.000
Cl 8.172 0.736 1.290 0.000
N 5.811 -0.260 0.182 0.002
N 4.789 0.186 -0.590 0.003
C 5.274 1.255 -1.238 0.004
C 4.403 1.808 -2.382 -0.014
O 4.862 2.757 -2.999 0.005
O 3.263 1.236 -2.479 -0.026
C 5.601 -1.255 1.039 0.000
C 6.334 -2.398 0.933 0.000
C 6.098 -3.234 2.049 0.000
C 5.463 -2.999 3.268 0.000
C 4.679 -1.734 3.204 0.000
C 4.726 -0.953 2.080 0.000
H 6.395 2.784 -2.705 0.000
H 6.954 -2.481 0.037 0.000
H 6.669 -4.229 2.003 0.000
H 5.364 -3.672 4.177 0.000
H 4.087 -1.576 4.085 0.000
H 4.129 -0.071 2.038 0.000
C 1.658 -4.313 -7.962 0.000
C 1.680 -2.766 -7.817 0.000
N 1.455 -2.091 -6.628 -0.003
C 2.622 -2.197 -5.676 -0.018
C 2.864 -3.504 -4.970 0.002
C 0.181 -1.721 -6.279 0.009
S -0.383 -1.598 -4.568 -0.065
N -0.615 -1.633 -7.284 -0.005
C -1.526 -0.634 -7.515 -0.001
O -2.699 -0.681 -7.938 -0.001
C -0.994 0.731 -7.361 0.003
C -1.944 1.797 -7.303 0.000
C -1.372 3.077 -7.174 0.000
C 0.038 3.246 -7.226 0.000
C 0.896 2.157 -7.476 -0.004
C 0.364 0.882 -7.550 0.003
H 1.600 -4.415 -9.065 0.000
H 0.754 -4.788 -7.594 0.000
H 2.527 -4.823 -7.533 0.000
H 1.020 -2.305 -8.565 0.000
H 2.771 -2.505 -8.149 0.000
H 2.537 -1.386 -4.980 -0.004
H 3.451 -2.028 -6.405 0.006
H 3.600 -4.141 -5.389 0.002
H 1.899 -4.077 -5.022 0.001
H 2.993 -3.279 -3.907 0.001
H -3.005 1.677 -7.374 0.000
H -2.042 3.918 -7.120 0.000
H 0.472 4.242 -7.061 0.000
H 1.949 2.416 -7.618 0.000
H 0.995 0.041 -7.798 0.000
C -8.201 -1.706 -2.676 0.000
Ge -8.188 -3.362 -1.624 0.000
C -6.475 -3.842 -2.401 0.000
C -9.318 -4.917 -1.928 0.000
Ge -6.748 -2.186 0.571 0.000
C -7.732 -0.411 1.071 0.000
C -7.204 0.167 2.267 0.000
C -7.459 1.359 2.885 0.000
C -8.342 2.160 2.213 0.000
C -8.953 1.637 1.125 0.000
C -8.695 0.408 0.492 0.000
C -6.749 -3.240 2.333 0.000
C -5.600 -2.715 2.982 0.000
C -5.328 -2.642 4.315 0.000
C -5.997 -3.501 5.160 0.000
C -7.025 -4.221 4.596 0.000
C -7.486 -4.008 3.276 0.000
H -7.106 -1.403 -2.662 0.000
H -8.612 -0.800 -2.221 0.000
H -8.509 -1.777 -3.723 0.000
H -6.470 -3.935 -3.523 0.000
H -5.955 -4.730 -2.039 0.000
H -5.818 -3.006 -2.143 0.000
H -9.906 -5.183 -1.059 0.000
H -8.660 -5.792 -1.855 0.000
H -9.936 -4.861 -2.850 0.000
H -6.424 -0.410 2.724 0.000
H -7.128 1.674 3.920 0.000
H -8.578 3.169 2.597 0.000
H -9.681 2.321 0.631 0.000
H -9.133 0.095 -0.383 0.000
H -4.923 -2.150 2.373 0.000
H -4.479 -2.024 4.696 0.000
H -5.590 -3.605 6.167 0.000
H -7.586 -4.943 5.202 0.000
H -8.414 -4.423 2.949 0.000
C 7.565 5.551 6.819 0.025
C 6.066 5.644 7.182 -0.047
C 5.861 5.489 8.832 0.823
S 4.408 6.003 9.217 0.026
O 3.968 7.193 8.466 0.069
C 3.643 4.541 8.455 0.054
C 2.218 4.343 8.645 0.002
C 1.363 3.628 7.584 0.009
H 7.908 5.409 5.771 -0.001
H 7.814 4.740 7.427 -0.004
H 8.129 6.291 7.000 -0.005
H 5.523 4.880 6.972 0.025
H 5.527 6.560 6.767 0.019
H 6.719 5.759 9.603 0.013
H 8.846 3.861 10.978 0.990
H 4.373 3.753 8.457 -0.015
H 3.498 5.125 7.170 0.018
H 2.010 5.491 9.002 0.001
H 2.085 3.469 9.573 0.001
H 2.059 3.712 6.763 -0.002
H 0.496 4.128 7.554 0.000
H 1.246 2.702 8.315 0.000
O 1.237 -1.282 -1.629 -0.400
```

Output
Charge   -2
2S+1   6
Total energy   -242426.210 eV
Frontier orbital gap (spin up / spin down)   4.0970 / 1.9810 eV

---

> What is the total energy in the first record?

-67070.429 eV

---

> Which formula does entry 4 have?

C44H54ClCrGe2N4O7S2

---

> The highest total energy belongs to which entry?

C5H10O